Formula: C31H39LaN6Si2
Source: the Open Molecules 2025 dataset
Level of theory: ωB97M-V/def2-TZVPD

The geometry in XYZ format:
```
79
Properties=species:S:1:pos:R:3:mulliken_charge:R:1
C -4.872 -0.715 2.728 -0.12
H -6.203 -3.240 4.640 0.31
C -3.764 -1.416 2.242 0.62
C -3.070 3.680 1.078 -0.44
H -0.306 0.288 -1.877 -0.12
H 4.241 5.428 0.454 0.29
C 4.939 -1.192 1.568 -0.48
C 1.734 2.282 1.076 -1.16
H -0.936 0.176 3.001 0.36
H -2.808 -3.367 2.079 0.25
H -0.656 -3.273 -0.933 0.46
H -6.256 -0.612 4.258 0.37
C 4.583 2.182 -0.212 -0.60
H 3.578 0.331 2.334 0.77
C 3.616 4.762 1.073 -1.11
H -2.626 4.496 1.619 0.40
H 0.478 -1.991 -1.772 0.13
H 1.732 -3.168 1.103 0.47
C -4.537 2.763 -0.620 -0.62
H -4.544 0.586 -0.774 0.40
C 6.462 -2.759 0.807 -0.13
H 3.155 4.438 -2.047 0.29
H 0.843 2.727 0.573 0.25
N -1.325 -1.280 -1.120 0.14
H 4.202 4.537 2.003 0.29
H -2.714 -0.540 -3.688 0.30
C 4.148 -1.445 -4.254 0.46
H 5.782 -0.561 1.727 0.47
C -4.101 1.461 -0.304 -0.27
N 4.028 -0.384 -3.489 -0.67
H 1.453 3.904 -1.709 0.30
H -0.702 -1.538 2.622 0.42
H -5.242 2.877 -1.440 0.38
N 7.597 -2.903 0.581 -0.42
C -0.841 -1.600 -4.047 -0.53
N 2.193 -0.107 -1.825 -0.26
C -0.848 -2.822 -3.103 -0.93
Si -2.560 -0.537 1.190 0.02
H -3.495 -1.353 -0.921 0.17
H -5.229 0.278 2.358 0.23
C -4.110 3.867 0.141 -0.60
H 3.921 -4.242 0.505 0.46
H -4.436 4.849 -0.121 0.37
C -2.526 -1.565 -0.387 -0.94
C 3.074 -0.243 -2.624 0.42
C 3.846 -3.185 0.803 -0.72
H 0.211 -1.270 -4.186 0.10
C -3.557 -2.765 2.559 -0.61
H 2.760 5.324 1.434 0.33
C -0.967 -0.559 2.166 -1.40
C -5.475 -2.649 4.041 -0.53
H -1.353 0.478 -4.171 0.32
C -2.511 2.424 1.351 -0.27
H -4.352 -4.451 3.484 0.41
C -0.540 -2.426 -1.645 -0.49
C 3.713 -0.676 1.968 -0.64
H 4.661 1.513 0.655 -0.21
C -1.604 -0.428 -3.512 -0.70
H -2.025 0.646 -1.612 0.06
C -3.061 1.256 0.709 0.47
H -1.613 2.397 1.988 0.28
C 2.518 3.629 -1.622 -0.87
H -2.585 -2.640 -0.181 0.79
Si 3.077 3.255 0.135 0.27
C 5.051 -2.438 0.973 0.78
La 1.067 -0.119 0.309 1.33
H 2.671 2.700 -2.138 0.18
H 4.548 1.599 -1.145 0.22
C -4.441 -3.393 3.420 -0.60
H -1.109 -1.990 -5.032 0.39
H -1.809 -3.365 -3.192 0.37
C -1.353 -0.109 -2.068 0.27
H -0.131 -3.612 -3.379 0.43
C -5.613 -1.316 3.755 -0.58
N 4.508 -2.321 -4.955 -0.57
H 1.694 2.552 2.131 0.51
H 5.516 2.768 -0.265 0.46
C 2.641 -2.558 1.048 0.26
N 2.565 -1.328 1.677 -0.45
```

Summary:
Gap between HOMO and LUMO: 5.2 eV
Maximum force: 0.0659 hartree/bohr
LUMO energy: -0.0776 Ha
DFT total energy: -58332.551 eV
ΔE to the lowest compared entry with this formula, charge and spin: 7.1 kcal/mol
Total charge: 0
HOMO: -7.342 eV

---

Formula: C5H8O2
Source: the Open Molecules 2025 dataset
Level of theory: ωB97M-V/def2-TZVPD

The geometry in XYZ format:
```
15
Properties=species:S:1:pos:R:3:mulliken_charge:R:1
C -1.158 0.933 0.620 -0.74
C -0.375 -0.368 0.525 0.76
C 0.952 -0.293 -0.094 0.88
C -1.599 -0.144 -0.315 -0.75
O 1.942 -0.848 0.525 -0.61
H -1.709 1.053 1.548 0.28
H 2.432 -0.608 -0.590 0.45
H 0.787 0.408 -2.167 0.23
O -0.508 -1.291 1.556 -0.58
H -2.450 -0.752 -0.021 0.27
H 2.095 1.127 -1.117 0.33
C 1.433 0.277 -1.300 -1.35
H 0.349 -1.330 2.006 0.33
H -1.476 0.001 -1.383 0.21
H -0.714 1.834 0.208 0.30
```

Summary:
Gap between HOMO and LUMO: 9.6 eV
Maximum force: 0.0081 hartree/bohr
LUMO energy: 0.0300 Ha
DFT total energy: -9405.885 eV
ΔE to the lowest compared entry with this formula, charge and spin: 91.0 kcal/mol
Total charge: 0
HOMO: -8.813 eV

---

Formula: C2H6OS
Source: the Open Molecules 2025 dataset
Level of theory: ωB97M-V/def2-TZVPD

The geometry in XYZ format:
```
10
Properties=species:S:1:pos:R:3:mulliken_charge:R:1
H 0.516 -2.875 -1.640 0.25
H -0.475 3.551 1.038 0.14
C -0.255 -1.520 -0.197 0.27
H -0.224 -1.419 -2.308 0.23
H 0.465 1.864 1.281 0.15
H 0.986 -2.730 0.453 0.31
O 0.232 -2.246 0.798 -0.49
S -0.030 2.591 0.284 -0.29
C -0.052 -2.021 -1.434 -0.93
H -0.794 -0.639 0.036 0.37
```

Summary:
Gap between HOMO and LUMO: 9.8 eV
Maximum force: 0.0739 hartree/bohr
SMILES string: C=CO.S
LUMO energy: 0.0310 Ha
DFT total energy: -15052.573 eV
ΔE to the lowest compared entry with this formula, charge and spin: 19.8 kcal/mol
Total charge: 0
HOMO: -8.975 eV

---

Formula: C24H53N2O9P3S3
Source: the Open Molecules 2025 dataset
Level of theory: ωB97M-V/def2-TZVPD

The geometry in XYZ format:
```
94
Properties=species:S:1:pos:R:3:mulliken_charge:R:1
P 0.428 -0.220 -0.187 0.96
H 3.075 -5.891 1.596 0.37
H -1.522 4.572 -5.688 0.20
C -6.024 -2.284 5.684 -0.98
C -3.182 -0.020 -1.887 -0.20
S 4.519 -4.395 0.476 1.19
C 2.981 -4.878 1.207 -0.94
C 0.193 2.908 0.865 -0.19
H -3.388 -2.552 2.532 0.38
H -3.965 -1.449 0.365 0.54
O 4.973 -5.456 -0.388 -0.70
P -0.384 1.135 1.341 0.42
H 2.072 6.137 -2.661 0.25
H 0.258 -1.468 2.946 0.06
H -6.048 -0.939 3.912 0.25
H 7.192 -5.045 0.980 0.32
H 1.445 0.208 -3.653 0.12
H 2.013 -2.138 -0.927 -0.46
C -0.014 3.873 2.166 -0.93
H -2.891 0.532 3.271 -0.04
O -0.426 -1.599 0.434 -0.48
C -2.946 -1.515 2.353 0.09
H 1.326 2.880 0.643 0.27
H 3.695 -0.903 -2.130 0.34
C 0.380 0.856 3.058 -0.55
P -1.689 -2.284 -2.811 0.42
H -2.037 6.046 -4.716 0.27
H 1.229 1.601 3.238 0.30
H 2.578 6.787 -4.364 0.38
H -3.589 -0.040 5.524 0.27
H -3.456 -1.814 5.040 0.37
C 6.823 -4.326 1.718 -0.37
C -3.966 -0.817 4.753 -0.59
H -4.576 0.082 2.726 0.41
H 0.828 3.716 2.926 0.25
H 1.029 0.995 -0.740 -0.71
C -2.070 4.893 -4.724 -0.88
H -0.440 1.052 3.851 0.23
H -1.655 5.121 -2.548 0.30
O -0.875 -1.649 -4.206 -0.49
H -2.985 0.114 0.841 0.19
C 2.783 -0.234 -1.881 -0.32
H 1.604 -0.324 0.657 -0.21
H 1.003 -1.460 -2.409 0.23
H 1.988 -0.678 2.888 0.24
C -2.978 -1.041 0.807 -0.73
S 2.237 2.451 -2.850 -0.21
H -5.166 -2.705 6.312 0.29
H 6.852 -2.199 2.093 0.26
C -1.330 4.385 -3.381 -0.35
H -1.532 -1.311 -4.852 0.30
C 0.924 -0.630 3.332 -0.89
H -0.401 3.328 -0.020 0.03
O -0.783 0.086 -1.424 -0.21
H 6.950 -2.621 0.389 0.29
H 2.733 -4.175 2.002 0.28
S 0.054 2.196 -5.007 -0.24
H -2.057 -2.779 -0.080 0.23
H -0.993 3.590 2.713 0.21
H 8.367 -2.844 1.420 0.38
H -6.931 -2.058 6.342 0.28
H -1.849 -1.544 2.666 -0.33
H 1.067 -0.828 4.464 0.39
O -4.342 -0.513 -2.082 -0.74
H 0.106 6.512 -4.211 0.32
H 7.237 -4.618 2.687 0.26
O 4.391 -3.041 0.020 -0.48
C -3.637 -0.352 3.243 -0.51
H 2.911 4.995 -3.909 0.21
H -6.359 -3.039 4.881 0.23
C 0.691 5.526 -4.297 -0.37
C -5.581 -0.894 4.963 -0.40
H -1.744 3.363 -3.091 0.12
H -0.003 4.989 1.885 0.32
H 0.785 5.151 -5.379 0.27
H 3.238 0.475 -3.965 0.37
C 2.396 0.640 -3.196 -0.43
C 2.193 5.879 -3.778 -1.06
C 0.759 3.121 -3.767 0.04
C 1.543 -1.205 -1.437 -0.31
C -1.794 -1.653 -0.087 -0.49
O 5.406 -4.409 1.834 -0.29
H 3.103 0.428 -0.995 0.22
C -1.859 -0.883 -1.526 1.22
H -5.959 0.030 5.518 0.35
N 0.165 4.439 -3.426 0.23
H -3.291 -2.796 -4.246 0.27
O -3.067 1.373 -1.946 -0.70
H -3.177 4.573 -4.734 0.34
C 7.278 -2.917 1.388 -0.97
N -0.699 -3.434 -2.253 -0.73
O -3.182 -2.982 -3.280 -0.43
H 2.217 -4.843 0.429 0.37
H -1.181 -4.344 -2.241 0.21
```

Summary:
Gap between HOMO and LUMO: 4.4 eV
Maximum force: 0.1236 hartree/bohr
LUMO energy: 0.1354 Ha
DFT total energy: -107520.648 eV
Total charge: -2
HOMO: -0.707 eV

---

Which formula does entry 4 have?
C24H53N2O9P3S3

---

What did the third record say?
Formula: C2H6OS
Source: the Open Molecules 2025 dataset
Level of theory: ωB97M-V/def2-TZVPD

The geometry in XYZ format:
```
10
Properties=species:S:1:pos:R:3:mulliken_charge:R:1
H 0.516 -2.875 -1.640 0.25
H -0.475 3.551 1.038 0.14
C -0.255 -1.520 -0.197 0.27
H -0.224 -1.419 -2.308 0.23
H 0.465 1.864 1.281 0.15
H 0.986 -2.730 0.453 0.31
O 0.232 -2.246 0.798 -0.49
S -0.030 2.591 0.284 -0.29
C -0.052 -2.021 -1.434 -0.93
H -0.794 -0.639 0.036 0.37
```

Summary:
Gap between HOMO and LUMO: 9.8 eV
Maximum force: 0.0739 hartree/bohr
SMILES string: C=CO.S
LUMO energy: 0.0310 Ha
DFT total energy: -15052.573 eV
ΔE to the lowest compared entry with this formula, charge and spin: 19.8 kcal/mol
Total charge: 0
HOMO: -8.975 eV

---

The highest HOMO belongs to which entry?
C24H53N2O9P3S3